# 1
The following is a quantum chemistry calculation of a molecular structure, C50H67MgN11O4PS, from OMol25.

The calculation puts the HOMO-LUMO gap at 0.2441 hartree. The total energy comes out at -3788.74966 Ha. Its total charge is -1. The multiplicity is 1. The LUMO energy comes out at 2.078 eV.

Atoms and positions in Å:
Mg (-0.045, -0.174, -0.124)
C (-2.065, -1.550, -3.806)
C (-3.000, -2.508, -3.422)
C (-2.961, -2.990, -2.139)
C (-2.016, -2.489, -1.226)
N (-1.149, -1.533, -1.585)
C (-1.174, -1.109, -2.855)
N (-2.016, -3.102, 0.013)
C (-1.496, -2.593, 1.078)
N (-0.975, -1.354, 1.303)
C (-0.509, -1.300, 2.590)
N (0.079, -0.356, 3.243)
C (0.219, 0.945, 2.774)
C (0.772, 1.852, 3.687)
C (0.751, 3.198, 3.405)
C (0.180, 3.625, 2.211)
C (-0.266, 2.663, 1.330)
N (-0.234, 1.351, 1.579)
C (-0.781, -2.603, 3.259)
C (-0.540, -3.044, 4.545)
C (-0.960, -4.331, 4.866)
C (-1.595, -5.138, 3.921)
C (-1.829, -4.678, 2.628)
C (-1.412, -3.398, 2.326)
H (-2.041, -1.139, -4.805)
H (-3.735, -2.880, -4.125)
H (-3.640, -3.754, -1.787)
H (-0.435, -0.357, -3.103)
H (1.166, 1.458, 4.612)
H (1.162, 3.911, 4.109)
H (0.120, 4.671, 1.947)
H (-0.649, 2.947, 0.358)
H (-0.035, -2.409, 5.259)
H (-0.793, -4.716, 5.864)
H (-1.909, -6.136, 4.200)
H (-2.310, -5.294, 1.879)
N (1.753, -0.952, -0.053)
P (3.095, -1.628, -0.134)
N (4.406, -0.792, 0.552)
C (3.980, 0.122, 1.621)
C (5.146, 0.972, 2.093)
C (5.658, 1.867, 0.961)
C (5.702, 1.102, -0.378)
C (5.620, -0.400, -0.149)
N (3.131, -3.125, 0.670)
C (4.370, -3.699, 1.167)
C (4.502, -3.549, 2.680)
C (3.293, -4.169, 3.413)
C (2.191, -4.573, 2.434)
C (1.921, -3.469, 1.424)
N (3.691, -2.036, -1.681)
C (3.129, -1.222, -2.749)
C (2.217, -2.041, -3.651)
C (3.017, -3.145, -4.361)
C (4.258, -3.517, -3.540)
C (3.975, -3.423, -2.046)
H (3.571, -0.458, 2.455)
H (3.164, 0.767, 1.265)
H (5.946, 0.321, 2.459)
H (4.824, 1.584, 2.940)
H (6.645, 2.259, 1.219)
H (4.989, 2.726, 0.859)
H (6.619, 1.334, -0.927)
H (4.858, 1.408, -0.997)
H (6.501, -0.719, 0.434)
H (5.657, -0.944, -1.091)
H (5.207, -3.194, 0.685)
H (4.436, -4.761, 0.888)
H (4.577, -2.483, 2.897)
H (5.436, -4.011, 3.014)
H (2.882, -3.450, 4.126)
H (3.603, -5.042, 3.994)
H (1.264, -4.782, 2.974)
H (2.467, -5.495, 1.912)
H (1.547, -2.584, 1.945)
H (1.129, -3.782, 0.735)
H (3.924, -0.746, -3.343)
H (2.551, -0.439, -2.256)
H (1.714, -1.394, -4.377)
H (1.439, -2.478, -3.018)
H (3.319, -2.819, -5.360)
H (2.385, -4.027, -4.496)
H (5.085, -2.842, -3.779)
H (4.593, -4.528, -3.783)
H (4.849, -3.779, -1.495)
H (3.146, -4.094, -1.784)
C (3.686, 6.043, -2.436)
C (2.884, 6.567, -1.250)
C (1.368, 6.518, -1.447)
C (0.730, 5.166, -1.170)
N (1.047, 4.165, -2.173)
C (1.857, 3.115, -1.899)
S (2.707, 2.904, -0.472)
N (1.954, 2.181, -2.867)
C (1.351, 2.212, -4.182)
C (2.061, 3.150, -5.155)
C (1.267, 3.337, -6.445)
C (0.042, 4.227, -6.259)
H (4.755, 6.188, -2.278)
H (3.407, 6.565, -3.355)
H (3.523, 4.976, -2.585)
H (3.174, 7.604, -1.058)
H (3.146, 5.987, -0.360)
H (1.119, 6.831, -2.467)
H (0.894, 7.241, -0.776)
H (-0.359, 5.274, -1.156)
H (1.048, 4.792, -0.193)
H (0.247, 3.890, -2.735)
H (2.512, 1.388, -2.600)
H (0.292, 2.459, -4.091)
H (1.384, 1.188, -4.564)
H (3.058, 2.755, -5.365)
H (2.203, 4.119, -4.666)
H (0.957, 2.360, -6.830)
H (1.917, 3.776, -7.207)
H (-0.672, 3.791, -5.559)
H (-0.482, 4.393, -7.201)
H (0.335, 5.201, -5.863)
O (-1.521, 2.916, -2.586)
C (-1.587, 1.928, -1.841)
O (-0.608, 1.300, -1.342)
C (-2.956, 1.367, -1.517)
C (-3.975, 1.516, -2.448)
C (-5.228, 0.919, -2.272)
C (-5.402, 0.190, -1.123)
O (-6.518, -0.500, -0.716)
C (-6.158, -1.120, 0.521)
O (-4.854, -0.686, 0.879)
C (-4.404, 0.070, -0.176)
C (-3.171, 0.641, -0.336)
H (-3.767, 2.096, -3.336)
H (-6.018, 1.018, -3.003)
H (-6.158, -2.207, 0.393)
H (-6.867, -0.813, 1.293)
H (-2.405, 0.528, 0.420)

***

# 2
The following is a quantum chemistry calculation of a molecular structure, C7H15IN4 at a distorted geometry, from OMol25.

The calculation puts the HOMO-LUMO gap (alpha / beta) at 0.2333 / 0.2424 hartree. The expectation value of S² is 2.01. The total energy comes out at -791.61479 Ha. Its total charge is +2. The multiplicity is 3. The LUMO energy (alpha / beta) comes out at -6.918 / -10.792 eV.

Atoms and positions in Å:
C (1.422, -1.306, 0.922)
C (0.041, 0.709, -0.073)
C (1.664, 0.124, 0.740)
C (0.349, -1.366, -1.204)
C (1.926, -1.908, 2.109)
C (-2.540, 2.413, 0.105)
C (-1.105, 2.806, -0.357)
N (0.848, -2.004, 0.011)
N (-0.368, -0.167, -0.940)
N (-0.085, 1.970, 0.195)
N (-0.558, -2.461, -1.707)
I (3.333, 0.484, -0.580)
H (1.731, 0.780, 1.618)
H (1.184, -1.210, -1.823)
H (1.421, -2.854, 2.481)
H (1.785, -1.423, 3.009)
H (2.967, -2.101, 2.046)
H (-2.798, 2.744, 1.200)
H (-3.305, 2.822, -0.533)
H (-2.663, 1.272, 0.103)
H (-0.769, 3.748, -0.051)
H (-1.160, 2.775, -1.439)
H (-1.073, -0.026, -1.701)
H (0.287, 2.299, 1.156)
H (-0.513, -3.173, -0.912)
H (-0.440, -2.768, -2.699)
H (-1.581, -2.180, -1.676)

***

# 3
The following is a quantum chemistry calculation of a molecular structure, C69H138F30N12O25S10 at a distorted geometry, from OMol25.

The calculation puts the HOMO-LUMO gap at 0.2715 hartree. The total energy comes out at -12226.94666 Ha. Its total charge is +2. The multiplicity is 1. The LUMO energy comes out at -5.392 eV.

Atoms and positions in Å:
C (-7.818, -3.203, -4.688)
C (-8.038, -2.522, -3.361)
C (-6.757, -2.241, -2.624)
C (-6.961, -1.729, -1.198)
C (-8.214, -0.688, -1.170)
C (-8.745, -0.113, -2.547)
N (-8.694, -1.217, -3.621)
O (-9.194, -0.985, -4.689)
C (-7.963, 1.032, -3.256)
C (-10.255, 0.182, -2.497)
C (-9.041, -3.293, -2.533)
H (-8.740, -3.415, -5.260)
H (-7.232, -4.111, -4.508)
H (-7.198, -2.528, -5.285)
H (-5.981, -1.650, -3.188)
H (-6.338, -3.280, -2.563)
H (-6.032, -1.275, -0.866)
H (-7.081, -2.525, -0.472)
H (-7.890, 0.207, -0.618)
H (-8.979, -1.290, -0.710)
H (-6.917, 0.695, -3.659)
H (-7.916, 1.909, -2.686)
H (-8.583, 1.163, -4.216)
H (-10.811, -0.750, -2.289)
H (-10.585, 0.609, -3.460)
H (-10.443, 0.938, -1.727)
H (-8.615, -4.226, -2.314)
H (-9.985, -3.490, -3.060)
H (-9.347, -2.908, -1.533)
C (1.700, 4.138, 1.256)
C (1.352, 5.302, 0.358)
C (-0.143, 5.199, 0.072)
N (-0.876, 6.510, -0.357)
C (-2.161, 6.173, -1.007)
C (-3.084, 7.352, -1.267)
C (-3.214, 8.118, 0.042)
C (-1.846, 8.513, 0.639)
C (-1.062, 7.277, 0.931)
C (-0.047, 7.175, -1.385)
H (1.084, 4.165, 2.162)
H (2.749, 3.946, 1.548)
H (1.476, 3.196, 0.747)
H (1.941, 5.307, -0.590)
H (1.539, 6.271, 0.870)
H (-0.813, 4.769, 0.869)
H (-0.238, 4.620, -0.903)
H (-2.647, 5.390, -0.406)
H (-1.858, 5.703, -1.989)
H (-3.987, 6.893, -1.701)
H (-2.793, 7.962, -2.099)
H (-3.685, 7.463, 0.800)
H (-3.846, 8.997, -0.117)
H (-2.096, 9.055, 1.615)
H (-1.264, 9.242, 0.155)
H (-1.539, 6.671, 1.675)
H (-0.065, 7.489, 1.409)
H (-0.657, 8.077, -1.724)
H (0.075, 6.483, -2.188)
H (0.890, 7.590, -1.122)
C (-1.858, -6.592, 3.896)
C (-0.407, -6.187, 4.210)
C (0.434, -6.313, 2.976)
N (1.585, -5.311, 2.876)
C (2.540, -5.417, 4.043)
C (3.695, -4.437, 3.868)
C (4.477, -4.769, 2.613)
C (3.518, -4.769, 1.398)
C (2.360, -5.687, 1.591)
C (1.011, -3.885, 2.838)
H (-2.424, -5.795, 3.505)
H (-2.206, -6.884, 4.916)
H (-1.856, -7.489, 3.212)
H (0.064, -6.724, 5.065)
H (-0.344, -5.198, 4.508)
H (-0.161, -6.176, 2.106)
H (0.886, -7.235, 2.882)
H (2.908, -6.477, 4.121)
H (1.948, -5.248, 4.966)
H (4.324, -4.508, 4.713)
H (3.414, -3.369, 3.785)
H (4.971, -5.762, 2.751)
H (5.252, -4.047, 2.390)
H (4.056, -5.232, 0.536)
H (3.186, -3.780, 1.162)
H (2.686, -6.740, 1.589)
H (1.650, -5.628, 0.801)
H (0.217, -3.959, 2.133)
H (1.762, -3.201, 2.498)
H (0.643, -3.645, 3.860)
C (0.678, -0.078, -5.928)
C (0.284, -1.323, -6.703)
N (0.067, -1.209, -8.268)
C (1.275, -0.486, -8.914)
C (0.017, -2.542, -8.904)
C (-1.012, -3.552, -8.394)
C (-1.275, -0.479, -8.324)
C (-1.805, -0.105, -9.701)
O (-0.941, 0.883, -10.249)
C (-1.312, 2.214, -9.888)
H (0.613, -0.212, -4.851)
H (0.015, 0.783, -6.188)
H (1.719, 0.188, -6.151)
H (-0.638, -1.793, -6.384)
H (1.100, -2.014, -6.562)
H (1.143, -0.514, -10.012)
H (2.165, -1.054, -8.547)
H (1.311, 0.558, -8.685)
H (1.070, -2.885, -8.904)
H (-0.275, -2.325, -9.958)
H (-0.850, -4.416, -9.027)
H (-2.055, -3.254, -8.515)
H (-0.799, -3.794, -7.349)
H (-1.189, 0.491, -7.822)
H (-2.028, -1.106, -7.780)
H (-2.732, 0.432, -9.509)
H (-1.916, -0.922, -10.439)
H (-2.411, 2.349, -9.826)
H (-0.859, 2.941, -10.594)
H (-0.926, 2.426, -8.919)
C (6.919, -2.932, -0.725)
C (7.711, -2.354, -1.879)
N (7.737, -0.827, -1.945)
C (8.528, -0.481, -3.112)
C (6.317, -0.267, -1.877)
C (5.347, -0.909, -2.889)
C (8.260, -0.047, -0.757)
C (9.640, -0.338, -0.349)
O (9.701, -1.703, 0.073)
C (10.941, -2.012, 0.687)
H (5.899, -3.017, -0.959)
H (6.991, -2.531, 0.287)
H (7.340, -3.963, -0.648)
H (7.392, -2.651, -2.843)
H (8.707, -2.664, -1.693)
H (8.573, 0.585, -3.291)
H (8.165, -0.975, -4.043)
H (9.545, -0.830, -2.967)
H (6.396, 0.808, -1.888)
H (5.889, -0.418, -0.864)
H (5.852, -1.134, -3.832)
H (4.550, -0.206, -3.046)
H (4.995, -1.914, -2.617)
H (7.560, -0.264, 0.059)
H (8.216, 1.010, -0.987)
H (10.002, 0.413, 0.382)
H (10.315, -0.197, -1.175)
H (11.159, -1.569, 1.625)
H (11.748, -1.711, 0.039)
H (11.036, -3.122, 0.705)
C (5.736, 2.797, 6.878)
C (4.542, 2.250, 6.122)
N (3.495, 1.632, 7.044)
C (2.459, 1.081, 6.114)
C (4.058, 0.522, 7.865)
C (3.202, -0.345, 8.786)
C (2.807, 2.661, 7.919)
C (2.086, 3.846, 7.288)
O (3.107, 4.725, 6.841)
C (2.525, 5.735, 6.054)
H (6.180, 2.209, 7.712)
H (5.475, 3.759, 7.279)
H (6.491, 2.903, 6.097)
H (4.802, 1.436, 5.405)
H (4.045, 3.061, 5.637)
H (2.187, 1.951, 5.449)
H (1.489, 0.789, 6.661)
H (2.880, 0.279, 5.532)
H (4.945, 0.824, 8.369)
H (4.456, -0.187, 7.125)
H (3.793, -1.069, 9.382)
H (2.520, -0.895, 8.136)
H (2.627, 0.217, 9.560)
H (3.565, 3.118, 8.564)
H (2.069, 2.130, 8.506)
H (1.515, 4.403, 8.048)
H (1.393, 3.586, 6.477)
H (1.932, 5.259, 5.278)
H (3.266, 6.394, 5.599)
H (1.842, 6.418, 6.569)
C (-3.891, -0.742, 0.131)
C (-2.953, 0.132, 0.960)
N (-1.546, 0.142, 0.360)
C (-1.594, 0.675, -1.048)
C (-0.552, 0.963, 1.196)
C (-0.549, 0.590, 2.718)
C (-1.034, -1.293, 0.341)
C (0.479, -1.379, 0.142)
O (0.998, -0.495, -0.848)
C (1.291, -1.064, -2.064)
H (-3.815, -1.837, 0.315)
H (-3.964, -0.539, -0.910)
H (-4.896, -0.558, 0.480)
H (-2.773, -0.259, 1.977)
H (-3.288, 1.139, 1.102)
H (-2.367, 1.396, -1.110)
H (-1.782, -0.140, -1.782)
H (-0.675, 1.153, -1.343)
H (-0.744, 2.069, 1.101)
H (0.389, 0.797, 0.726)
H (0.411, 0.944, 3.262)
H (-0.670, -0.506, 2.951)
H (-1.444, 1.092, 3.139)
H (-1.497, -1.829, -0.523)
H (-1.379, -1.845, 1.210)
H (0.672, -2.437, -0.067)
H (0.981, -0.998, 1.038)
H (1.877, -0.353, -2.688)
H (0.332, -1.306, -2.596)
H (1.708, -2.086, -1.926)
C (-1.877, 4.631, 5.593)
F (-2.788, 5.559, 5.345)
F (-1.065, 4.962, 6.584)
F (-2.506, 3.547, 6.121)
S (-1.015, 4.125, 4.005)
O (-0.488, 5.303, 3.389)
O (-0.008, 3.184, 4.410)
N (-2.149, 3.387, 3.096)
S (-3.257, 4.130, 2.236)
O (-3.292, 5.583, 2.280)
O (-3.283, 3.624, 0.887)
C (-4.832, 3.454, 3.067)
F (-5.563, 2.631, 2.341)
F (-4.496, 2.820, 4.177)
F (-5.634, 4.447, 3.490)
C (3.581, 0.203, 2.292)
F (3.290, 1.487, 2.697)
F (2.674, -0.632, 2.836)
F (3.378, 0.191, 1.032)
S (5.357, -0.400, 2.712)
O (5.435, -0.441, 4.131)
O (5.294, -1.669, 1.982)
N (6.243, 0.636, 1.848)
S (6.799, 2.014, 2.365)
O (6.193, 2.581, 3.555)
O (8.213, 2.112, 2.261)
C (6.119, 3.065, 0.984)
F (6.520, 2.600, -0.236)
F (4.799, 3.065, 0.966)
F (6.604, 4.283, 1.068)
C (-2.411, -6.048, -0.310)
F (-3.225, -6.769, -1.112)
F (-3.136, -5.042, 0.201)
F (-1.923, -6.795, 0.622)
S (-1.073, -5.346, -1.228)
O (-0.584, -4.258, -0.463)
O (-0.156, -6.394, -1.524)
N (-1.766, -4.920, -2.622)
S (-2.612, -3.622, -2.817)
O (-3.925, -3.584, -2.189)
O (-1.873, -2.356, -2.852)
C (-3.123, -3.901, -4.558)
F (-3.932, -4.907, -4.635)
F (-3.774, -2.737, -4.981)
F (-2.124, -4.043, -5.420)
C (-3.347, 2.887, -3.771)
F (-2.989, 3.661, -4.829)
F (-2.478, 3.186, -2.795)
F (-4.552, 3.251, -3.375)
S (-3.072, 1.159, -4.324)
O (-1.671, 1.053, -4.311)
O (-3.786, 0.222, -3.508)
N (-3.583, 1.324, -5.765)
S (-4.900, 0.858, -6.515)
O (-4.485, -0.005, -7.603)
O (-6.003, 0.441, -5.681)
C (-5.517, 2.390, -7.278)
F (-6.113, 3.141, -6.394)
F (-4.500, 3.121, -7.715)
F (-6.297, 2.005, -8.264)
C (-3.428, -3.071, 5.469)
F (-4.548, -2.577, 4.961)
F (-3.431, -2.788, 6.771)
F (-3.453, -4.369, 5.387)
S (-2.014, -2.291, 4.521)
O (-2.070, -3.048, 3.308)
O (-2.320, -0.909, 4.659)
N (-0.701, -2.657, 5.255)
S (0.172, -1.844, 6.313)
O (1.591, -2.000, 6.116)
O (-0.364, -0.574, 6.623)
C (-0.107, -2.836, 7.912)
F (1.008, -3.419, 8.321)
F (-0.556, -2.039, 8.892)
F (-1.041, -3.798, 7.773)

***

# 4
The following is a quantum chemistry calculation of C3H5NO2 in the gas phase at a distorted geometry, from OMol25.

The value obtained for the relative energy (zero: lowest compared OMol25 entry of this formula, charge and spin) is 240.9 kJ/mol. The calculation puts the HOMO-LUMO gap at 0.3947 hartree. The SMILES is O=CN[C@H]1CO1. The total energy comes out at -322.48256 Ha. Its total charge is 0. The multiplicity is 1. The LUMO energy comes out at 0.832 eV.

Atoms and positions in Å:
O (0.605, -1.111, -1.188)
C (1.277, -0.190, -0.756)
N (0.789, 0.759, 0.096)
C (-0.632, 0.651, 0.278)
C (-1.043, -0.717, 0.424)
O (-1.241, 0.413, 1.490)
H (2.329, -0.088, -1.043)
H (1.347, 1.550, 0.383)
H (-1.201, 1.304, -0.382)
H (-0.388, -1.436, 0.892)
H (-1.844, -1.136, -0.194)